Record 1
C4H20N2O4 | ωB97M-V with the def2-TZVPD basis set

Properties
DFT total energy   -15629.832 eV
Lowest unoccupied orbital energy (spin up / spin down)   -3.056 / -7.977 eV
HOMO level (spin up / spin down)   -0.518 / -0.507 hartree
Multiplicity   2
F_max   9.4 eV/A
Total charge   +1
Molar mass   160.21 g/mol
Gap between HOMO and LUMO (spin up / spin down)   11.0 / 5.8 eV

Structure (XYZ):
```
30
Properties=species:S:1:pos:R:3:forces:R:3:lowdin_spin:R:1
C 0.5358 2.0876 -0.8833 -3.6 -2.1 0.4 0.00
C 1.6858 1.5350 -1.5934 1.6 -0.5 -2.8 0.03
C 2.2262 0.1580 -1.1502 4.6 -1.9 -1.4 0.04
N 1.3988 -0.8844 -0.5717 -2.8 2.9 0.0 0.32
C 0.7294 -1.7779 -1.4577 -1.7 3.4 -2.6 0.09
N -0.7312 -1.5847 -1.6179 6.7 -1.0 2.2 0.35
H -0.2463 2.3366 -1.5810 -0.2 0.4 -0.5 0.00
H 0.6943 2.9431 -0.3589 0.8 2.4 1.5 0.00
H -0.1272 1.4704 -0.1572 1.6 0.2 -1.0 0.00
H 1.3712 1.1799 -2.6693 0.5 1.7 1.6 0.00
H 2.5606 2.3892 -1.6572 -2.0 -2.7 0.0 0.00
H 3.1138 0.2178 -0.4789 -0.7 0.4 -0.1 0.01
H 2.6899 -0.3411 -2.1106 -0.6 1.1 1.8 0.00
H 0.7102 -0.2956 -0.0017 0.7 -1.8 0.0 0.00
H 1.1429 -1.6403 -2.5721 -0.3 -0.1 2.0 0.07
H 1.0347 -2.7463 -1.2310 -0.1 -2.3 0.4 0.04
H -1.0459 -2.3234 -2.0835 -2.8 -3.4 -2.1 0.01
H -1.1535 -0.7449 -1.5318 -1.7 3.1 0.2 0.01
H -0.5538 -2.5267 1.5184 5.8 -4.2 3.8 0.00
H -1.9627 -2.5534 1.0552 -7.0 -5.0 -0.3 0.00
O -1.2197 -2.1544 1.1405 1.0 8.7 -3.4 0.01
H -0.7246 1.7715 2.0235 -1.2 -0.8 0.7 0.00
H 0.4760 2.3369 1.7431 3.5 -0.3 -0.5 0.00
O -0.3653 2.6327 1.9236 -2.4 1.6 0.3 0.00
H -2.7638 -0.7920 0.4935 -1.4 3.7 0.7 0.00
H -2.4664 0.7216 0.8323 1.5 1.3 0.3 0.00
O -3.1915 0.1692 0.6543 -0.1 -4.7 -1.1 0.00
H -0.9900 -0.1116 2.4905 3.1 0.1 -0.5 0.00
H 0.2429 -0.6567 3.1120 0.9 -0.9 1.3 0.00
O 0.0590 -0.0685 2.4065 -3.9 0.5 -0.7 0.00
```
Positions in Å, forces in eV/Å.

=====

Record 2
C4H20N2O6S | ωB97M-V with the def2-TZVPD basis set

Properties
DFT total energy   -30573.635 eV
Lowest unoccupied orbital energy   0.316 eV
ΔE to the lowest compared entry with this formula, charge and spin   0.915 eV
HOMO level   -0.336 hartree
F_max   1.7 eV/A
Total charge   0
Molar mass   224.28 g/mol
SMILES   C[C@@H](CS)NC(N)=O.O.O.O.O.O
Gap between HOMO and LUMO   9.5 eV

Structure (XYZ):
```
33
Properties=species:S:1:pos:R:3:forces:R:3:mulliken_charge:R:1
C -1.7861 1.9224 -1.2142 -0.9 -0.9 -0.3 -1.70
C -1.0579 1.1563 -0.1177 1.4 0.4 -0.8 0.44
C -1.0351 2.0141 1.1641 -0.5 -0.1 0.2 -0.72
S -0.1520 1.1012 2.5114 0.0 0.2 -0.6 -0.22
N -1.5649 -0.1791 0.1141 -0.2 -0.1 0.0 -0.03
C -0.6663 -1.2191 0.1316 1.2 -0.2 0.4 0.34
N -1.0654 -2.4089 0.7104 -1.4 0.4 0.7 -0.55
O 0.4851 -1.0711 -0.2573 0.3 0.1 -0.3 -0.48
H -1.9160 1.4049 -2.1669 1.4 -0.3 -0.2 0.38
H -2.8771 1.9403 -1.0755 0.2 1.1 1.0 0.42
H -1.2331 2.8498 -1.3409 -0.7 0.3 -0.2 0.41
H 0.0005 1.0481 -0.4723 -0.9 -0.1 0.3 -0.08
H -2.0811 2.1272 1.4571 0.0 0.1 0.2 0.40
H -0.6192 3.0242 0.9779 0.0 -0.8 0.1 0.40
H -0.3648 1.9601 3.5137 -0.1 0.1 -0.1 0.12
H -2.5371 -0.3481 -0.1124 0.2 -0.3 0.2 0.36
H -1.6888 -2.1992 1.4997 0.2 -0.5 -0.6 0.23
H -0.3314 -3.0632 0.9884 0.1 0.6 -0.4 0.29
H -2.5618 -2.6142 -1.6043 0.0 0.0 0.0 0.32
H -2.8529 -1.6565 -2.7742 0.1 -0.1 0.0 0.32
O -3.2632 -2.1079 -2.0311 -0.1 0.1 0.2 -0.66
H 2.0767 -1.2008 -3.9555 0.2 -0.4 0.2 0.28
H 2.1817 -1.4160 -2.3907 -0.1 -0.3 -0.3 0.30
O 1.9232 -0.8150 -3.0920 -0.2 0.7 0.1 -0.58
H 3.4129 -0.2469 -0.5239 0.0 0.2 -0.1 0.30
H 2.3689 0.4471 0.3336 0.0 -0.2 0.1 0.34
O 3.2729 0.5468 0.0032 -0.2 0.0 0.1 -0.67
H 2.4366 -2.6201 1.9206 -0.2 0.0 -0.5 0.32
H 2.1237 -2.4455 0.3956 -0.3 0.1 0.4 0.29
O 1.9505 -2.9984 1.1699 0.3 -0.3 0.4 -0.63
H 1.8913 2.3407 -0.5791 -0.6 -0.1 -0.3 0.32
H 2.6958 3.4941 -0.6721 -0.2 0.8 -0.2 0.32
O 1.7575 3.2791 -0.7883 0.9 -0.7 0.4 -0.59
```
Positions in Å, forces in eV/Å.

=====

Record 3
C4H20NO9S | ωB97M-V with the def2-TZVPD basis set

Properties
DFT total energy   -35225.290 eV
Lowest unoccupied orbital energy   2.704 eV
ΔE to the lowest compared entry with this formula, charge and spin   2.554 eV
HOMO level   -0.171 hartree
F_max   3.7 eV/A
Total charge   -1
Molar mass   258.27 g/mol
Gap between HOMO and LUMO   7.4 eV

Structure (XYZ):
```
35
Properties=species:S:1:pos:R:3:forces:R:3:mulliken_charge:R:1
O -1.2756 -1.7292 2.8760 1.8 -0.5 -0.2 -0.66
C -0.2854 -2.1494 2.2677 0.7 -1.1 1.8 -0.10
N 0.5066 -1.5307 1.3960 0.1 -0.8 -1.4 0.21
C 0.3718 -0.1570 1.1387 -0.8 3.2 0.0 0.32
C 0.1656 0.4231 -0.2590 -0.5 -2.6 -2.4 -0.16
S 1.0539 -0.8001 -1.3494 -0.2 -0.6 -0.1 -0.86
C 1.5950 0.7331 1.3815 -1.6 -0.5 1.4 -0.15
O 1.3201 1.6485 2.1033 1.0 1.9 1.1 -0.60
H 0.2976 -3.1007 2.5293 -1.6 0.3 -0.1 0.30
H 0.9840 -2.1254 0.6704 -0.5 1.0 0.7 0.23
H -0.5161 0.2672 1.7485 1.9 -0.9 -0.3 0.16
H -0.8961 0.5549 -0.5354 0.4 -0.2 0.1 0.16
H 0.7564 1.2767 -0.5658 -0.3 0.5 1.1 -0.31
H 2.5492 0.6781 0.8495 -0.1 -0.5 -0.2 0.44
H -0.7282 3.0890 0.3422 -0.4 0.7 -0.5 0.37
H -0.4190 3.4813 -1.1134 -2.3 0.7 2.2 0.35
O -1.1324 3.6508 -0.3620 2.8 -1.4 -1.6 -0.69
H -2.5601 0.9881 1.0704 2.8 -1.0 2.0 0.32
H -2.9860 1.8699 0.0162 0.9 2.4 -2.0 0.29
O -3.2801 1.2012 0.5635 -3.6 -1.0 -0.1 -0.66
H -1.4693 -2.1662 -1.7588 -0.1 0.1 -0.2 0.31
H -2.5705 -1.1756 -1.6812 -0.6 1.6 1.0 0.30
O -2.3680 -1.9887 -2.0851 0.8 -1.6 -0.8 -0.64
H 1.7786 2.1412 -2.0753 1.5 0.0 1.3 0.37
H 3.2199 1.9617 -1.2361 -3.4 1.2 -0.5 0.33
O 2.2694 2.4161 -1.2406 2.1 -1.0 -1.2 -0.67
H 3.8725 -1.5324 1.6316 0.3 0.5 -2.5 0.32
H 3.1890 -1.7440 0.2280 0.8 0.8 0.1 0.29
O 3.9924 -1.3276 0.6361 -1.0 -1.2 2.2 -0.67
H -2.4976 -1.3395 1.8735 1.3 -0.4 1.1 0.33
H -3.6972 -0.7248 1.3703 -0.7 0.1 -0.6 0.34
O -3.1806 -1.5225 1.2540 -1.5 0.1 -1.0 -0.60
H 1.3206 -0.4702 -3.5790 1.0 -0.1 1.0 0.32
H -0.1006 -0.5690 -3.8401 0.6 0.4 -0.5 0.37
O 0.7199 -0.2277 -4.2653 -1.7 -0.1 -1.0 -0.65
```
Positions in Å, forces in eV/Å.